No. 1
A molecular structure, C16H48As4F24N4O4. Source: the Open Molecules 2025 dataset; level of theory: wB97M-V/def2-TZVPD.

CARTESIAN COORDINATES (ANGSTROEM)
1 C 6.6538 -10.5666 -16.9098
2 C 6.9116 -11.8194 -16.0187
3 C 6.1509 -13.1363 -16.2776
4 O 6.8000 -14.2594 -15.6052
5 C 6.0771 -15.3297 -15.0722
6 N 8.4094 -11.9442 -16.0815
7 H 8.9073 -11.3003 -15.4834
8 H 8.8255 -12.8473 -15.9044
9 H 8.7919 -11.8062 -17.0060
10 H 7.2994 -10.5767 -17.7880
11 H 6.8252 -9.5976 -16.4410
12 H 5.6406 -10.3912 -17.2714
13 H 6.8433 -11.5559 -14.9632
14 H 6.0788 -13.2872 -17.3547
15 H 5.1191 -13.0240 -15.9447
16 H 6.6702 -16.2440 -15.0567
17 H 5.3559 -15.6132 -15.8388
18 H 5.4198 -15.3001 -14.2032
19 C 3.3650 -8.3811 -11.3914
20 C 2.8055 -9.6614 -12.0566
21 C 3.9358 -10.7418 -12.1902
22 O 3.5886 -11.8807 -12.9450
23 C 3.4491 -11.6393 -14.3717
24 N 1.6145 -10.2404 -11.2133
25 H 1.8622 -10.7882 -10.4018
26 H 0.9655 -9.5144 -10.9450
27 H 1.1700 -10.9066 -11.8286
28 H 2.8239 -7.4427 -11.2702
29 H 4.1599 -8.0781 -12.0729
30 H 3.8201 -8.5781 -10.4207
31 H 2.2669 -9.3855 -12.9631
32 H 4.3703 -11.1581 -11.2814
33 H 4.8024 -10.3204 -12.6997
34 H 4.3571 -11.1399 -14.7095
35 H 2.5535 -11.0779 -14.6380
36 H 3.3328 -12.5743 -14.9199
37 C 7.7802 -17.1514 -12.2777
38 C 7.0906 -16.8929 -10.8376
39 C 6.1212 -15.7408 -10.6696
40 O 5.2356 -16.1190 -11.6681
41 C 4.1430 -15.1868 -11.6301
42 N 6.4941 -18.2242 -10.3429
43 H 6.5170 -18.2999 -9.3360
44 H 5.6300 -18.6028 -10.7036
45 H 7.1283 -18.9817 -10.5530
46 H 8.3452 -18.0835 -12.2684
47 H 8.5767 -16.4665 -12.5684
48 H 7.0006 -17.1435 -13.0394
49 H 7.8972 -16.7078 -10.1283
50 H 6.5487 -14.7448 -10.5538
51 H 5.5910 -15.7726 -9.7178
52 H 3.7276 -15.3426 -12.6257
53 H 4.2275 -14.1412 -11.3340
54 H 3.3526 -15.5971 -11.0015
55 C 11.6009 -19.0965 -20.4921
56 C 11.5652 -18.4053 -19.1520
57 C 10.6362 -17.2561 -19.0568
58 O 10.3025 -16.9416 -17.6900
59 C 9.4110 -15.8247 -17.4869
60 N 11.2261 -19.4934 -18.0795
61 H 10.8272 -19.1057 -17.2365
62 H 10.4454 -20.0879 -18.3186
63 H 12.0044 -20.1178 -17.9232
64 H 12.4202 -19.8136 -20.4390
65 H 11.9316 -18.4180 -21.2785
66 H 10.6472 -19.5055 -20.8257
67 H 12.5763 -18.1042 -18.8781
68 H 9.7068 -17.5373 -19.5521
69 H 11.1053 -16.4336 -19.5966
70 H 9.0965 -15.7939 -16.4437
71 H 8.4771 -15.9538 -18.0341
72 H 9.8501 -14.8731 -17.7862
73 As 8.5969 -11.5899 -11.9621
74 F 7.9962 -12.3471 -10.4669
75 F 7.2626 -10.3663 -12.1475
76 F 9.3410 -10.9218 -13.4776
77 F 9.9461 -12.8147 -11.8329
78 F 7.4920 -12.7233 -12.8583
79 F 9.5412 -10.3981 -11.0439
80 As 11.8069 -9.9765 -16.3274
81 F 9.9959 -9.6732 -16.1037
82 F 11.7336 -11.2661 -15.0431
83 F 13.5094 -10.3176 -16.4090
84 F 11.9456 -8.6061 -17.5619
85 F 12.0842 -8.8551 -14.9970
86 F 11.3741 -11.3496 -17.5210
87 As 3.2146 -18.5187 -16.3539
88 F 2.7525 -19.0850 -18.0260
89 F 3.1693 -20.2570 -15.7192
90 F 3.7630 -17.8209 -14.8100
91 F 3.1510 -16.8882 -17.0204
92 F 1.4935 -18.3980 -15.9820
93 F 4.9286 -18.6908 -16.9929
94 As 8.4182 -12.9520 -20.7766
95 F 7.8499 -11.2826 -20.6493
96 F 6.8065 -13.6474 -20.3294
97 F 9.0250 -14.7203 -20.9234
98 F 10.0189 -12.3615 -21.3458
99 F 8.9141 -12.9374 -19.0190
100 F 7.9070 -13.0247 -22.4769

Forces on atoms 1 to 6 (eV/Å):
C -0.7 0.0 -0.3
C 0.9 1.0 0.9
C 0.3 -0.6 0.0
O 1.0 2.0 0.2
C -1.8 -1.2 -2.3
N 0.6 -1.3 -1.0

The HOMO energy comes out at -9.86 eV. As for the spin multiplicity: 1. The electronic energy is -340099.27748 eV.

Mulliken atomic charge list, values in e, 2 entries: C -1.66; C 1.07

No. 2
A molecular structure, C53H55Ge2N2NiO5S4. Source: the Open Molecules 2025 dataset; level of theory: wB97M-V/def2-TZVPD.

CARTESIAN COORDINATES (ANGSTROEM)
1 Ni 3.2437 0.1939 0.2618
2 O 6.8094 0.8732 4.8266
3 C 6.9436 -0.3577 4.3788
4 O 7.6880 -1.1632 4.8909
5 C 6.1128 -0.7464 3.2036
6 C 6.0992 -2.0140 2.6760
7 N 5.2534 -1.9949 1.6292
8 N 4.7180 -0.7907 1.4456
9 C 5.2213 -0.0159 2.3806
10 C 4.7201 1.4003 2.3832
11 O 5.1633 2.1730 3.2489
12 O 3.8739 1.6771 1.4792
13 H 6.1609 1.4107 4.2668
14 H 6.6261 -2.9018 2.9920
15 H 4.9400 -2.7577 1.0562
16 C 2.2934 2.8504 4.9266
17 C 1.3319 1.7322 4.6155
18 C 0.0315 1.9852 4.2014
19 C -0.8341 0.9558 3.8369
20 C -2.2470 1.2680 3.4000
21 C -0.3720 -0.3636 3.8893
22 C 0.9071 -0.6457 4.3936
23 C 1.3615 -2.0679 4.6141
24 C 1.7455 0.4092 4.7225
25 C -1.2405 -1.4969 3.4333
26 C -1.9273 -2.2253 4.3975
27 C -2.6729 -3.3385 4.0449
28 C -2.7299 -3.7278 2.7180
29 C -2.0694 -3.0048 1.7190
30 C -1.3221 -1.8672 2.0701
31 Ge -0.2086 -0.8799 0.7728
32 S 1.8592 -1.4428 1.1270
33 S -0.5346 1.3401 0.7028
34 Ge 0.0578 1.0066 -1.4390
35 S 2.2148 1.2343 -1.5657
36 S -0.6488 -1.1383 -1.4202
37 C -0.8795 2.0948 -2.8110
38 C -1.1840 3.4488 -2.5381
39 C -1.8357 4.2260 -3.4935
40 C -2.1763 3.6991 -4.7280
41 C -1.8716 2.3790 -5.0088
42 C -1.2371 1.5660 -4.0681
43 C -0.9535 0.1573 -4.4959
44 C 0.3140 -0.1994 -4.9641
45 C 1.4373 0.8069 -5.0576
46 C 0.5416 -1.5230 -5.3404
47 C -0.4593 -2.4804 -5.2916
48 C -0.1783 -3.9209 -5.6390
49 C -1.7286 -2.0853 -4.8833
50 C -1.9927 -0.7859 -4.4807
51 C -3.3714 -0.4134 -3.9964
52 C -0.8503 4.1063 -1.2292
53 C 0.3862 4.7363 -1.0479
54 C 1.4120 4.8093 -2.1522
55 C 0.6651 5.3191 0.1886
56 C -0.2600 5.3265 1.2205
57 C 0.0600 5.9570 2.5535
58 C -1.5035 4.7440 0.9976
59 C -1.8157 4.1370 -0.2092
60 C -3.1738 3.5122 -0.4164
61 C -2.2360 -3.5588 0.3305
62 C -1.4071 -4.6003 -0.0913
63 C -0.2032 -5.0204 0.7219
64 C -1.7189 -5.2818 -1.2689
65 C -2.8398 -4.9652 -2.0180
66 C -3.2379 -5.7993 -3.2120
67 C -3.6148 -3.8791 -1.6149
68 C -3.3274 -3.1631 -0.4605
69 C -4.1720 -1.9765 -0.0725
70 H 1.7685 3.7946 5.0829
71 H 3.0008 2.9822 4.1034
72 H 2.8774 2.6305 5.8224
73 H -0.3156 3.0130 4.1302
74 H -2.4323 2.3433 3.4412
75 H -2.9763 0.7642 4.0411
76 H -2.4312 0.9361 2.3755
77 H 1.2380 -2.6663 3.7113
78 H 0.7825 -2.5406 5.4141
79 H 2.4166 -2.0929 4.8942
80 H 2.7529 0.1944 5.0747
81 H -1.8527 -1.9202 5.4369
82 H -3.1956 -3.9092 4.8042
83 H -3.3013 -4.6052 2.4295
84 H -2.0644 5.2600 -3.2556
85 H -2.6770 4.3145 -5.4676
86 H -2.1267 1.9515 -5.9731
87 H 1.0780 1.7810 -5.3954
88 H 2.2025 0.4591 -5.7551
89 H 1.9096 0.9581 -4.0826
90 H 1.5347 -1.8082 -5.6792
91 H 0.7467 -4.0164 -6.2098
92 H -0.9901 -4.3543 -6.2271
93 H -0.0750 -4.5215 -4.7295
94 H -2.5320 -2.8142 -4.8464
95 H -4.0278 -1.2851 -4.0041
96 H -3.8222 0.3674 -4.6142
97 H -3.3227 -0.0344 -2.9712
98 H 0.9466 4.9522 -3.1286
99 H 1.9922 3.8842 -2.1930
100 H 2.1027 5.6359 -1.9727
101 H 1.6350 5.7851 0.3421
102 H 1.1014 6.2767 2.5998
103 H -0.1080 5.2474 3.3650
104 H -0.5728 6.8286 2.7406
105 H -2.2432 4.7435 1.7960
106 H -3.7731 3.5864 0.4923
107 H -3.0843 2.4542 -0.6745
108 H -3.7139 4.0025 -1.2301
109 H 0.2860 -4.1671 1.1918
110 H 0.5302 -5.5173 0.0837
111 H -0.4877 -5.7176 1.5160
112 H -1.0805 -6.1042 -1.5846
113 H -2.4967 -6.5741 -3.4160
114 H -3.3458 -5.1950 -4.1148
115 H -4.1982 -6.2909 -3.0358
116 H -4.4824 -3.5952 -2.2078
117 H -5.0716 -1.9206 -0.6883
118 H -3.6022 -1.0510 -0.2191
119 H -4.4667 -2.0149 0.9776
120 O 5.0767 0.5427 -1.1288
121 H 5.2092 1.4565 -0.8395
122 H 4.5252 0.6286 -1.9246

Forces on atoms 1 to 6 (eV/Å):
Ni 0.0 -0.3 0.0
O -0.1 0.2 0.0
C -0.1 -0.2 -0.1
O 0.0 0.1 0.0
C 0.1 0.3 0.0
C -0.1 -0.2 -0.1

The value obtained for the energy above the lowest of the compared OMol25 structures with the same formula, charge and spin is 0.381 eV. The HOMO energy (spin up / spin down) comes out at -5.42 / -5.44 eV. As for the spin multiplicity: 3. As for the charge: -1. The electronic energy is -266500.37662 eV.

Mulliken atomic charge list, values in e, 2 entries: Ni -0.64; O -0.56

No. 3
A single C4H8N2O molecule. Source: the Open Molecules 2025 dataset; level of theory: wB97M-V/def2-TZVPD.

CARTESIAN COORDINATES (ANGSTROEM)
1 C -2.0835 0.7598 0.1121
2 C 0.9754 0.7878 0.1381
3 C 0.1200 -0.5255 0.1098
4 N 2.2017 0.6248 -0.4266
5 N 0.8646 -1.6956 -0.0633
6 C -1.1973 -0.4270 0.0326
7 O 0.6523 1.8370 0.6583
8 H 2.4037 -0.1939 -0.9731
9 H 2.7996 1.4312 -0.5131
10 H 1.6220 -1.7958 0.5999
11 H 0.2908 -2.5263 -0.1294
12 H -1.6976 -1.4354 0.0515
13 H -1.4983 1.6719 0.1704
14 H -2.7347 0.7972 -0.7623
15 H -2.7187 0.6898 0.9952

Forces on atoms 1 to 6 (eV/Å):
C 0.1 0.2 -0.2
C 0.0 -1.0 0.3
C 0.8 2.3 -0.3
N 0.2 -0.1 -0.2
N 0.1 -0.2 -0.1
C -0.7 -2.0 0.7

The value obtained for the energy above the lowest of the compared OMol25 structures with the same formula, charge and spin is 0.886 eV. The HOMO energy comes out at -8.55 eV. As for the spin multiplicity: 1. As for the structure (SMILES): C/C=C(/N)C(N)=O. The electronic energy is -9305.50682 eV.

Mulliken atomic charge list, values in e, 2 entries: C -1.07; C 0.35

- electronic energy of number 2 (C53H55Ge2N2NiO5S4)?
  -266500.37662 eV